# 1
{
  "formula": "C21H47BFN2O7S2",
  "method": "the ωB97M-V functional and the def2-TZVPD basis",
  "orbital_gap_ev": 6.5,
  "total_charge": 1,
  "symbols": ["C", "C", "O", "C", "C", "C", "C", "C", "C", "N", "C", "C", "C", "F", "C", "S", "O", "O", "O", "C", "C", "S", "C", "C", "B", "O", "O", "C", "H", "H", "H", "H", "H", "H", "H", "H", "H", "H", "H", "H", "H", "H", "H", "H", "H", "H", "H", "H", "H", "H", "H", "H", "H", "H", "H", "H", "H", "H", "H", "H", "H", "H", "H", "C", "C", "C", "O", "C", "N", "H", "H", "H", "H", "H", "H", "H", "H", "H", "H", "H", "H"],
  "positions_angstrom": [[0.379, -0.929, 4.050], [1.089, 0.116, 3.181], [1.839, -0.541, 2.165], [1.866, -0.012, 0.833], [0.437, -0.051, 0.243], [-0.399, -1.273, 0.621], [-1.621, -1.434, -0.301], [-2.869, -1.904, 0.444], [-4.142, -1.861, -0.401], [-4.291, -2.905, -1.411], [2.376, 1.454, 0.824], [3.521, 1.745, 1.808], [4.040, 3.183, 1.734], [4.103, 3.713, 3.036], [2.741, 1.800, -0.618], [4.210, 0.940, -1.108], [5.362, 1.641, -0.640], [4.104, 0.633, -2.502], [4.125, -0.363, -0.213], [2.830, -0.997, 0.070], [2.314, -1.642, -1.222], [3.253, -3.119, -1.725], [4.861, -2.564, -2.345], [6.032, -2.916, -1.419], [3.154, -2.227, 1.096], [4.338, -2.256, 1.796], [2.217, -3.204, 1.206], [2.618, -4.537, 1.522], [-0.702, -0.785, 4.037], [0.597, -1.931, 3.684], [0.688, -0.844, 5.090], [0.368, 0.822, 2.760], [1.766, 0.698, 3.809], [0.472, 0.049, -0.844], [-0.103, 0.833, 0.606], [-0.756, -1.184, 1.648], [0.203, -2.180, 0.579], [-1.848, -0.460, -0.755], [-1.376, -2.140, -1.100], [-2.709, -2.930, 0.794], [-3.004, -1.276, 1.331], [-4.222, -0.880, -0.886], [-4.999, -1.941, 0.273], [-4.425, -3.796, -0.945], [-3.430, -3.005, -1.940], [1.546, 2.105, 1.116], [3.171, 1.635, 2.829], [4.352, 1.055, 1.681], [5.042, 3.239, 1.315], [3.358, 3.836, 1.181], [1.960, 1.515, -1.321], [2.969, 2.854, -0.776], [1.326, -2.062, -1.053], [2.245, -0.958, -2.069], [4.827, -1.497, -2.527], [4.995, -3.029, -3.322], [6.888, -3.273, -1.990], [6.321, -2.058, -0.814], [5.750, -3.705, -0.722], [4.444, -1.459, 2.332], [3.684, -4.592, 1.737], [2.397, -5.174, 0.666], [2.048, -4.884, 2.383], [-5.193, 3.983, -2.997], [-5.010, 4.017, -1.491], [-4.965, 2.647, -0.810], [-6.256, 2.084, -0.786], [-6.554, 1.112, -1.797], [-6.208, 4.707, -0.873], [-6.178, 3.608, -3.276], [-5.071, 4.975, -3.433], [-4.444, 3.331, -3.442], [-4.132, 4.607, -1.228], [-4.648, 2.767, 0.230], [-4.239, 2.002, -1.308], [-5.653, 0.588, -2.115], [-7.030, 1.577, -2.662], [-7.243, 0.392, -1.364], [-6.495, 5.538, -1.390], [-6.042, 4.968, 0.101], [-6.967, 4.008, -0.872]]
}

# 2
{
  "formula": "C21H47F9O5SSi4",
  "method": "the ωB97M-V functional and the def2-TZVPD basis",
  "orbital_gap_ev": 10.2,
  "total_charge": 0,
  "symbols": ["O", "C", "O", "C", "C", "C", "C", "C", "C", "C", "F", "F", "C", "F", "F", "S", "F", "F", "F", "F", "F", "O", "H", "H", "H", "H", "H", "H", "H", "H", "H", "H", "H", "C", "Si", "C", "C", "O", "Si", "C", "C", "C", "H", "H", "H", "H", "H", "H", "H", "H", "H", "H", "H", "H", "H", "H", "H", "H", "H", "H", "C", "Si", "C", "C", "O", "Si", "C", "C", "C", "H", "H", "H", "H", "H", "H", "H", "H", "H", "H", "H", "H", "H", "H", "H", "H", "H", "H"],
  "positions_angstrom": [[5.439, -4.442, 2.975], [5.418, -3.737, 1.996], [5.608, -4.198, 0.719], [4.929, -3.293, -0.157], [5.151, -2.005, 0.603], [4.414, -0.729, 0.270], [3.036, -0.512, 0.926], [2.269, -1.761, 1.328], [1.457, -2.376, 0.187], [0.121, -2.986, 0.567], [-0.488, -2.351, 1.593], [-0.715, -2.836, -0.516], [0.083, -4.526, 0.789], [-1.193, -4.892, 1.033], [0.477, -5.102, -0.373], [1.192, -5.218, 2.153], [1.134, -6.644, 1.475], [2.455, -4.848, 1.285], [1.243, -3.810, 2.856], [-0.048, -5.606, 3.055], [2.155, -5.781, 3.252], [5.227, -2.398, 1.978], [3.907, -3.619, -0.295], [5.472, -3.210, -1.085], [6.187, -1.772, 0.350], [4.372, -0.655, -0.810], [5.053, 0.086, 0.584], [2.416, 0.018, 0.209], [3.129, 0.164, 1.762], [2.911, -2.517, 1.753], [1.602, -1.491, 2.136], [1.240, -1.622, -0.557], [2.009, -3.147, -0.331], [-5.915, 1.288, 2.524], [-6.482, 0.569, 0.890], [-8.281, 0.069, 1.028], [-6.345, 1.898, -0.411], [-5.560, -0.743, 0.503], [-5.203, -2.221, 1.150], [-4.022, -3.166, 0.064], [-6.771, -3.229, 1.341], [-4.405, -2.007, 2.831], [-6.125, 0.609, 3.351], [-6.432, 2.229, 2.722], [-4.841, 1.486, 2.510], [-8.609, -0.459, 0.130], [-8.911, 0.951, 1.153], [-8.447, -0.585, 1.886], [-6.693, 1.548, -1.385], [-5.320, 2.258, -0.518], [-6.969, 2.744, -0.117], [-4.442, -3.354, -0.927], [-3.811, -4.131, 0.528], [-3.077, -2.638, -0.054], [-7.432, -2.794, 2.093], [-6.533, -4.248, 1.651], [-7.317, -3.276, 0.397], [-5.110, -1.595, 3.555], [-3.549, -1.331, 2.768], [-4.054, -2.968, 3.211], [1.661, 6.001, -4.101], [1.540, 4.266, -3.407], [0.224, 4.225, -2.075], [1.014, 3.122, -4.781], [2.996, 3.809, -2.773], [4.030, 4.320, -1.594], [5.537, 3.228, -1.462], [3.161, 4.295, 0.066], [4.599, 6.066, -1.961], [1.806, 6.737, -3.309], [0.744, 6.258, -4.634], [2.497, 6.082, -4.800], [0.208, 3.256, -1.571], [-0.762, 4.396, -2.512], [0.394, 4.997, -1.323], [0.893, 2.095, -4.430], [1.727, 3.124, -5.608], [0.050, 3.457, -5.168], [5.271, 2.199, -1.212], [6.182, 3.609, -0.667], [6.116, 3.222, -2.387], [2.365, 5.040, 0.106], [3.867, 4.511, 0.871], [2.716, 3.315, 0.254], [3.773, 6.774, -1.884], [5.010, 6.133, -2.970], [5.373, 6.372, -1.255]]
}

# 3
{
  "formula": "C21H47N2O7PS",
  "method": "the ωB97M-V functional and the def2-TZVPD basis",
  "orbital_gap_ev": 1.2,
  "total_charge": 0,
  "symbols": ["C", "C", "C", "C", "C", "C", "N", "C", "C", "C", "C", "C", "C", "S", "O", "O", "O", "P", "O", "O", "O", "H", "H", "H", "H", "H", "H", "H", "H", "H", "H", "H", "H", "H", "H", "H", "H", "H", "H", "H", "H", "H", "H", "H", "H", "H", "H", "H", "H", "H", "C", "C", "C", "C", "C", "C", "N", "O", "C", "C", "C", "H", "H", "H", "H", "H", "H", "H", "H", "H", "H", "H", "H", "H", "H", "H", "H", "H", "H"],
  "positions_angstrom": [[0.195, 1.304, 0.321], [0.554, 1.327, -1.175], [1.765, 0.430, -1.509], [1.444, -0.480, -2.694], [0.314, -1.484, -2.340], [0.629, -2.949, -2.644], [-0.019, -3.540, -3.880], [0.032, -5.071, -3.775], [1.297, -5.689, -3.174], [-1.508, -3.207, -3.956], [-1.905, -2.003, -4.795], [-3.337, -1.535, -4.421], [-4.328, -2.653, -4.091], [-4.459, -2.973, -2.341], [-4.425, -4.383, -2.125], [-3.504, -2.181, -1.617], [-5.903, -2.420, -2.031], [0.793, -3.164, -5.425], [0.029, -3.741, -6.519], [2.242, -3.804, -5.325], [0.966, -1.597, -5.453], [0.551, 2.197, 0.831], [0.641, 0.458, 0.838], [-0.879, 1.240, 0.476], [0.795, 2.339, -1.490], [-0.322, 1.019, -1.749], [2.013, -0.208, -0.664], [2.624, 1.036, -1.788], [2.317, -1.011, -3.087], [1.074, 0.148, -3.507], [0.201, -1.431, -1.257], [-0.629, -1.136, -2.743], [1.705, -3.039, -2.763], [0.292, -3.559, -1.813], [-0.149, -5.487, -4.761], [-0.811, -5.369, -3.158], [1.421, -6.688, -3.578], [1.162, -5.819, -2.101], [2.202, -5.114, -3.307], [-2.020, -4.078, -4.347], [-1.810, -3.093, -2.918], [-1.265, -1.143, -4.623], [-1.892, -2.217, -5.859], [-3.736, -0.926, -5.227], [-3.235, -0.872, -3.566], [-4.156, -3.600, -4.592], [-5.321, -2.328, -4.395], [-5.865, -1.941, -1.189], [2.920, -3.196, -4.997], [1.878, -1.320, -5.605], [-0.566, 2.014, 6.030], [-0.223, 3.240, 5.161], [-0.139, 4.480, 6.062], [1.098, 4.538, 6.963], [2.307, 3.810, 6.355], [2.252, 3.656, 4.830], [1.042, 2.943, 4.477], [0.921, 2.741, 3.107], [3.439, 2.784, 4.423], [2.415, 5.028, 4.152], [-1.379, 3.466, 4.196], [-0.657, 1.129, 5.398], [-1.515, 2.149, 6.570], [0.215, 1.822, 6.767], [-0.154, 5.372, 5.431], [-1.044, 4.545, 6.676], [1.350, 5.587, 7.144], [0.875, 4.113, 7.945], [3.226, 4.329, 6.643], [2.383, 2.810, 6.793], [3.326, 1.779, 4.834], [4.376, 3.209, 4.801], [3.511, 2.705, 3.339], [3.364, 5.492, 4.446], [1.615, 5.722, 4.415], [2.418, 4.913, 3.068], [-2.298, 3.642, 4.766], [-1.537, 2.601, 3.555], [-1.199, 4.333, 3.559]]
}

no.,molar mass (g/mol),energy (eV),highest occupied orbital energy (eV)
1,533.56,-64911.1633,-9.972
2,695.00,-99587.9277,-9.988
3,502.65,-59972.0176,-2.812